[1]
Entry from OMol25: a 9-piece molecular cluster, C44H48N8O overall (the ωB97M-V functional and the def2-TZVPD basis).

Positions of all 101 atoms, in Å:
C  -4.9181  -6.8613  -3.8202
C  -5.5603  -7.8114  -3.0430
C  -6.1998  -7.4399  -1.9068
N  -6.2352  -6.1532  -1.4163
C  -5.6133  -5.2182  -2.1960
C  -4.9280  -5.5053  -3.3779
H  -4.3602  -7.0938  -4.7152
H  -5.4814  -8.8664  -3.2602
H  -6.6156  -8.2343  -1.3048
H  -5.8808  -4.2019  -1.9469
H  -4.5246  -4.6249  -3.8559
C  -7.8492  6.7417  5.6941
C  -8.5062  6.8273  6.8895
C  -8.6373  5.6949  7.7628
N  -8.1305  4.5360  7.3465
C  -7.4609  4.4686  6.1728
C  -7.3128  5.5493  5.2689
H  -7.7885  7.4989  4.9265
H  -8.9587  7.7850  7.1001
H  -9.2140  5.6817  8.6758
H  -6.9969  3.5229  5.9344
H  -6.8510  5.3203  4.3198
C  5.7057  -6.8842  5.4078
C  4.8282  -6.6271  6.4970
C  5.1333  -7.1639  7.7879
N  6.3278  -7.7900  7.9971
C  7.1126  -8.0789  6.9534
C  6.8765  -7.6218  5.6834
H  5.4217  -6.5548  4.4193
H  4.0822  -5.8615  6.3430
H  4.5386  -6.9829  8.6711
H  8.0265  -8.6464  7.0487
H  7.6662  -7.8784  4.9928
C  -9.0452  -4.4285  6.4148
C  -9.1657  -5.6692  5.8456
C  -10.2967  -6.3842  5.9569
N  -11.3899  -5.8334  6.5977
C  -11.3684  -4.5588  7.0035
C  -10.1898  -3.7801  6.9802
H  -8.1018  -3.9157  6.2989
H  -8.3283  -6.1344  5.3468
H  -10.3412  -7.3107  5.4037
H  -12.3017  -4.2329  7.4384
H  -10.1793  -2.7909  7.4134
C  2.1543  7.4792  -6.8360
C  2.3197  6.5635  -5.8113
C  2.5504  5.2706  -6.1877
N  2.2830  4.7858  -7.4409
C  2.1531  5.7113  -8.3930
C  2.1056  7.0644  -8.1576
H  1.8880  8.4560  -6.4601
H  2.2880  6.8201  -4.7627
H  2.6807  4.4554  -5.4913
H  2.2296  5.2864  -9.3830
H  2.0232  7.7387  -8.9972
C  -5.9299  1.3643  -8.5537
C  -7.0024  1.2320  -7.6629
C  -6.9562  1.7585  -6.4047
N  -5.8092  2.3550  -5.9529
C  -4.8264  2.6500  -6.9168
C  -4.9206  2.2573  -8.2740
H  -6.0099  0.8153  -9.4803
H  -7.8229  0.6608  -8.0714
H  -7.7333  1.6824  -5.6585
H  -3.9859  3.2501  -6.6010
H  -4.1709  2.6670  -8.9347
C  -1.0158  0.0282  1.8287
C  -1.3593  0.4032  0.5404
C  -0.3940  0.6366  -0.4641
N  0.9166  0.5292  -0.1123
C  1.2477  0.0457  1.1497
C  0.2975  -0.1951  2.1060
H  -1.7630  -0.1887  2.5777
H  -2.4252  0.4253  0.3678
H  -0.6013  0.8533  -1.5016
H  2.2765  -0.1921  1.3768
H  0.5929  -0.5385  3.0864
C  9.3388  -0.8257  -3.7318
C  8.9972  -1.9423  -2.9366
C  9.9734  -2.8984  -2.5049
N  11.3049  -2.7061  -2.8679
C  11.5810  -1.6740  -3.7197
C  10.6260  -0.7076  -4.0981
H  8.6324  -0.0594  -4.0151
H  7.9895  -2.0000  -2.5524
H  9.8498  -3.7655  -1.8730
H  12.6223  -1.5654  -3.9849
H  10.9750  0.0752  -4.7553
C  8.7782  5.5814  -0.4512
C  10.2267  4.8890  -0.3482
C  10.7657  5.3361  1.0433
O  9.5733  5.8490  1.6342
C  8.3292  5.5500  1.0117
H  8.1655  4.9611  -1.1053
H  8.8207  6.5813  -0.8830
H  11.0054  5.3360  -0.9662
H  10.1606  3.8019  -0.3030
H  11.4258  6.2030  1.0139
H  11.1711  4.5359  1.6626
H  7.5418  6.2544  1.2797
H  7.8774  4.5721  1.1783

Output
relative energy (zero: lowest compared OMol25 entry of this formula, charge and spin)	73.7	kcal/mol
F_max	3.8	eV Å⁻¹
E_LUMO	0.62	eV
SMILES	c1ccncc1.c1ccncc1.c1ccncc1.c1ccncc1.c1ccncc1.c1ccncc1.c1ccncc1.c1ccncc1.C1CCOC1
orbital gap	0.371	Ha

[2]
Entry from OMol25: a 3-piece molecular cluster, C44H48NO4 overall (the ωB97M-V functional and the def2-TZVPD basis).

Positions of all 97 atoms, in Å:
C  -1.9526  1.5623  -2.3654
C  -3.3178  0.8977  -2.1796
C  -3.7028  0.6771  -0.7102
C  -4.4083  1.8988  -0.1061
C  -3.9729  2.4073  1.2868
C  -3.4096  1.4010  2.2987
C  -4.3237  0.1989  2.5273
C  -4.0228  -0.6459  3.7696
C  -2.6019  -1.2098  3.9147
C  -2.3929  -2.5313  3.1620
C  -1.0738  -3.2674  3.4330
C  0.2346  -2.7473  2.8522
C  0.6351  -1.3367  3.3244
N  0.0657  -0.4888  2.2587
C  -0.2040  -1.1417  1.1903
C  0.2245  -2.5612  1.3112
C  -0.4531  -3.6081  0.4184
H  -1.5379  1.3747  -3.3527
H  -1.2331  1.1739  -1.6363
H  -1.9929  2.6430  -2.2265
H  -3.3252  -0.0574  -2.7073
H  -4.0779  1.5278  -2.6430
H  -4.3658  -0.1868  -0.6590
H  -2.7985  0.4391  -0.1427
H  -4.2629  2.7264  -0.8045
H  -5.4833  1.7182  -0.0912
H  -3.2460  3.2094  1.1476
H  -4.8431  2.8690  1.7590
H  -2.4009  1.0966  1.9875
H  -3.2734  1.9206  3.2538
H  -4.3232  -0.4510  1.6498
H  -5.3490  0.5694  2.6121
H  -4.2551  -0.0539  4.6572
H  -4.7163  -1.4891  3.7579
H  -1.8881  -0.4597  3.5638
H  -2.3826  -1.3770  4.9731
H  -3.1984  -3.2085  3.4557
H  -2.5311  -2.3837  2.0822
H  -0.9421  -3.3872  4.5102
H  -1.1911  -4.2760  3.0292
H  1.0298  -3.4406  3.1241
H  0.1922  -1.0310  4.2698
H  1.7157  -1.1950  3.3673
H  -0.1100  0.4972  2.4067
H  -0.6825  -0.6616  0.3422
H  1.2892  -2.4937  1.0293
H  -1.3258  -3.2029  -0.0895
H  -0.7419  -4.4673  1.0170
H  0.2378  -3.9510  -0.3486
C  1.3166  -1.8651  -2.2331
C  2.4796  -2.5497  -2.5726
C  2.5678  -3.1907  -3.7961
C  1.4925  -3.1551  -4.6760
C  0.3258  -2.4790  -4.3262
C  0.2442  -1.8280  -3.1025
C  -0.8572  -2.4435  -5.2397
O  -1.8620  -1.8457  -4.9181
C  -0.7505  -3.1680  -6.5336
C  -1.8459  -3.1822  -7.3879
C  -1.7647  -3.8425  -8.6017
C  -0.5894  -4.4877  -8.9696
C  0.5053  -4.4791  -8.1220
C  0.4292  -3.8232  -6.9004
C  1.6149  -3.8432  -5.9998
O  2.6463  -4.3930  -6.3128
H  1.2565  -1.3455  -1.2840
H  3.3172  -2.5792  -1.8877
H  3.4645  -3.7206  -4.0854
H  -0.6646  -1.3009  -2.8553
H  -2.7518  -2.6723  -7.0916
H  -2.6186  -3.8547  -9.2655
H  -0.5285  -4.9990  -9.9207
H  1.4247  -4.9779  -8.3948
C  2.0508  2.5985  5.3696
C  1.4212  2.1272  4.2213
C  1.8770  2.5020  2.9697
C  2.9689  3.3520  2.8562
C  3.5882  3.8395  4.0035
C  3.1291  3.4579  5.2590
C  4.7473  4.7827  3.9071
O  5.2888  5.1928  4.9076
C  5.1958  5.1879  2.5458
C  6.2426  6.0922  2.4281
C  6.6861  6.4743  1.1733
C  6.0911  5.9516  0.0307
C  5.0465  5.0500  0.1403
C  4.5917  4.6679  1.3963
C  3.4595  3.7118  1.4913
O  2.9424  3.2217  0.5087
H  1.6963  2.3002  6.3470
H  0.5641  1.4691  4.3229
H  1.4063  2.1514  2.0606
H  3.6279  3.8416  6.1380
H  6.7001  6.4874  3.3242
H  7.4994  7.1815  1.0834
H  6.4436  6.2502  -0.9472
H  4.5735  4.6375  -0.7398

Output
F_max	0.4	eV Å⁻¹
E_LUMO	-3.80	eV
orbital gap	0.284	Ha
charge	+1

[3]
Entry from OMol25: C44H49AsO3P2STl as an isolated structure (the ωB97M-V functional and the def2-TZVPD basis).

Positions of all 101 atoms, in Å:
Tl  -0.7129  -0.4149  -0.3921
O  -0.6413  3.3462  0.1743
S  0.4298  2.3633  0.5396
C  0.8241  2.5898  2.2906
C  1.2261  3.8573  2.7079
C  1.4110  4.1053  4.0544
C  1.1850  3.0970  4.9871
C  0.7664  1.8436  4.5743
C  0.5690  1.5625  3.2195
P  -0.0393  -0.0921  2.6887
C  0.5843  -1.1908  4.0278
C  1.9504  -1.1482  4.3253
C  2.4935  -1.9940  5.2824
C  1.6848  -2.9098  5.9446
C  0.3307  -2.9674  5.6496
C  -0.2198  -2.1128  4.6980
C  -1.8434  -0.0438  3.0099
C  -2.5655  -1.1567  2.5653
C  -3.9378  -1.2361  2.7446
C  -4.6168  -0.1821  3.3423
C  -3.9165  0.9411  3.7616
C  -2.5341  1.0087  3.6064
C  1.9477  2.9114  -0.2436
C  2.0272  4.2573  -0.5790
C  3.1723  4.7236  -1.2002
C  4.2072  3.8419  -1.5028
C  4.0840  2.4914  -1.2137
C  2.9383  1.9954  -0.5900
P  2.6610  0.1967  -0.2864
C  3.1716  -0.5935  -1.8599
C  2.1546  -0.8060  -2.7966
C  2.4298  -1.3748  -4.0357
C  3.7312  -1.7511  -4.3456
C  4.7466  -1.5573  -3.4162
C  4.4706  -0.9844  -2.1815
C  3.9897  -0.1882  0.9094
C  4.5944  0.8066  1.6789
C  5.5273  0.4739  2.6566
C  5.8677  -0.8550  2.8726
C  5.2588  -1.8555  2.1204
C  4.3181  -1.5250  1.1536
H  1.4002  4.6419  1.9798
H  1.7383  5.0858  4.3810
H  1.3284  3.2951  6.0428
H  0.5993  1.0632  5.3078
H  2.5959  -0.4359  3.8229
H  3.5520  -1.9362  5.5080
H  2.1080  -3.5707  6.6928
H  -0.3094  -3.6703  6.1709
H  -1.2823  -2.1616  4.5008
H  -2.0438  -1.9818  2.0811
H  -4.4800  -2.1114  2.4035
H  -5.6904  -0.2354  3.4788
H  -4.4431  1.7662  4.2270
H  -2.0069  1.8968  3.9346
H  1.1845  4.9106  -0.3705
H  3.2543  5.7715  -1.4619
H  5.1017  4.2061  -1.9942
H  4.8781  1.8106  -1.4970
H  1.1296  -0.5313  -2.5581
H  1.6279  -1.5302  -4.7468
H  3.9542  -2.2060  -5.3038
H  5.7620  -1.8558  -3.6529
H  5.2764  -0.8498  -1.4665
H  4.3377  1.8495  1.5218
H  5.9917  1.2571  3.2448
H  6.6058  -1.1119  3.6237
H  5.5116  -2.8964  2.2919
H  3.8373  -2.3171  0.5818
C  -0.0733  0.1513  -5.7708
As  -0.6314  0.0746  -3.9048
C  -2.5098  0.5496  -4.1360
C  0.0083  1.8509  -3.3848
H  -0.4549  1.0628  -6.2337
H  -0.4529  -0.7151  -6.3083
H  1.0144  0.1487  -5.8243
H  -2.6141  1.3500  -4.8703
H  -2.9141  0.8877  -3.1802
H  -3.0752  -0.3208  -4.4653
H  -0.3529  2.5990  -4.0918
H  1.0992  1.8576  -3.3849
H  -0.3460  2.1254  -2.3896
C  -4.4014  1.0528  -0.5588
O  -3.1320  0.9662  0.1023
H  -5.1809  1.3637  0.1372
H  -4.6398  0.0560  -0.9232
H  -4.3763  1.7434  -1.4037
H  -2.9241  1.8261  0.4888
C  1.0692  -4.7083  -1.0255
C  1.9324  -3.9585  -0.0036
C  0.8845  -3.4112  0.9425
O  -0.2228  -3.0453  0.0888
C  -0.1857  -3.8431  -1.1222
H  0.8199  -5.7028  -0.6519
H  1.5566  -4.8200  -1.9932
H  2.4725  -3.1390  -0.4873
H  2.6495  -4.6044  0.5030
H  1.1979  -2.5231  1.4912
H  0.5582  -4.1678  1.6598
H  -0.1484  -3.1612  -1.9728
H  -1.0984  -4.4303  -1.1878

Output
relative energy (zero: lowest compared OMol25 entry of this formula, charge and spin)	7.2	kcal/mol
F_max	0.8	eV Å⁻¹
E_LUMO	-2.12	eV
orbital gap	0.306	Ha
charge	+1

[4]
Entry from OMol25: C44H49F4N5O5P2SSi2Ti as an isolated structure (the ωB97M-V functional and the def2-TZVPD basis).

Positions of all 113 atoms, in Å:
Ti  0.8853  -0.0326  -0.0848
C  -1.1943  -1.8557  -3.5706
Si  -0.8221  -2.5682  -1.8740
C  0.7588  -3.5416  -2.1078
C  -2.1666  -3.8449  -1.5063
N  -0.6921  -1.3252  -0.6751
P  -1.8296  -0.2818  -0.1525
C  -1.0714  1.1064  0.3737
P  -0.4884  1.2748  1.9294
N  0.7786  0.2733  2.0841
Si  1.8319  -0.2401  3.3499
C  1.6719  0.7706  4.9400
C  3.6575  -0.0662  2.9216
C  1.4780  -2.0226  3.8746
C  -1.7032  1.0254  3.2794
C  -1.6835  -0.0982  4.0941
C  -2.6418  -0.2704  5.0857
C  -3.6330  0.6804  5.2679
C  -3.6726  1.8007  4.4457
C  -2.7161  1.9684  3.4584
C  -0.0977  3.0460  2.2119
C  -0.1308  3.9330  1.1390
C  0.1756  5.2735  1.3214
C  0.5078  5.7485  2.5838
C  0.5145  4.8786  3.6646
C  0.2062  3.5374  3.4775
C  -3.0036  0.1052  -1.4916
C  -4.0782  -0.7158  -1.8172
C  -4.8566  -0.4442  -2.9345
C  -4.5614  0.6483  -3.7371
C  -3.5065  1.4881  -3.4026
C  -2.7413  1.2246  -2.2773
C  -2.8599  -1.1585  1.0709
C  -4.0788  -0.6325  1.4950
C  -4.8189  -1.2757  2.4739
C  -4.3461  -2.4525  3.0422
C  -3.1251  -2.9719  2.6403
C  -2.3829  -2.3236  1.6616
H  -1.2544  -2.6585  -4.3114
H  -0.3692  -1.1985  -3.8384
H  -2.1177  -1.2786  -3.6101
H  0.5798  -4.2393  -2.9320
H  1.0530  -4.1116  -1.2280
H  1.6045  -2.9076  -2.3837
H  -1.9381  -4.7436  -2.0864
H  -3.1544  -3.5021  -1.8187
H  -2.2257  -4.1348  -0.4563
H  2.0474  1.7880  4.8208
H  2.2971  0.2786  5.6919
H  0.6561  0.8155  5.3374
H  4.0127  0.9379  3.1651
H  3.8754  -0.2586  1.8726
H  4.2409  -0.7770  3.5130
H  0.5342  -2.3846  3.4608
H  1.4231  -2.0983  4.9642
H  2.2572  -2.6982  3.5216
H  -0.9182  -0.8494  3.9503
H  -2.6135  -1.1554  5.7093
H  -4.3792  0.5473  6.0417
H  -4.4492  2.5444  4.5759
H  -2.7488  2.8432  2.8189
H  -0.3993  3.5483  0.1629
H  0.1531  5.9471  0.4736
H  0.7481  6.7950  2.7266
H  0.7517  5.2427  4.6568
H  0.1854  2.8763  4.3333
H  -4.3074  -1.5748  -1.1981
H  -5.6876  -1.0930  -3.1827
H  -5.1534  0.8500  -4.6208
H  -3.2791  2.3428  -4.0272
H  -1.9283  1.8775  -1.9777
H  -4.4479  0.2879  1.0560
H  -5.7616  -0.8548  2.8008
H  -4.9255  -2.9545  3.8074
H  -2.7446  -3.8807  3.0900
H  -1.4208  -2.7129  1.3490
F  6.3777  -3.6403  -0.3767
C  5.1074  -3.3552  0.0009
F  5.1094  -3.3735  1.3445
F  4.3568  -4.3900  -0.4057
C  4.6450  -2.0404  -0.5585
C  5.4883  -1.2829  -1.3390
C  5.0640  -0.0538  -1.8434
C  3.7867  0.3556  -1.5314
N  2.9570  -0.3729  -0.7859
C  3.3369  -1.5684  -0.2784
S  2.1320  -2.3148  0.6568
H  6.4833  -1.6453  -1.5542
H  5.7097  0.5588  -2.4546
H  3.3939  1.3072  -1.8725
F  3.3517  -1.6430  -5.3115
C  2.2248  -0.9460  -5.5252
C  1.9160  0.1162  -4.7764
N  0.7635  0.8429  -4.9723
C  0.4628  2.0150  -4.1561
C  0.8778  1.9026  -2.6859
O  1.2660  2.9660  -2.1666
O  0.8193  0.7709  -2.1362
C  -0.1188  0.5269  -5.9827
O  -1.1180  1.1688  -6.2290
N  0.2373  -0.5805  -6.7317
C  1.3549  -1.3967  -6.6013
O  1.5445  -2.3464  -7.3302
H  2.5577  0.4307  -3.9680
H  -0.6187  2.1463  -4.1865
H  0.9247  2.9060  -4.5816
H  -0.4232  -0.8346  -7.4529
C  2.9693  2.6424  0.8213
O  1.8653  2.0722  0.1540
H  3.1294  3.6677  0.4797
H  3.8833  2.0617  0.6615
H  2.7546  2.6643  1.8918
H  1.6686  2.5459  -0.6994

Output
relative energy (zero: lowest compared OMol25 entry of this formula, charge and spin)	0.0	kcal/mol
F_max	0.7	eV Å⁻¹
E_LUMO (alpha / beta)	2.30 / 2.30	eV
multiplicity	2
orbital gap (alpha / beta)	0.261 / 0.272	Ha
charge	-1